No. 1
Below is C3H2BrNOS as an isolated structure, with properties calculated with wB97M-V/def2-TZVPD.

```
9
Properties=species:S:1:pos:R:3
C -0.923 -0.836 -0.233
C -1.225 0.403 0.161
C 1.095 -0.250 0.098
N 0.377 -1.235 0.015
O 0.287 2.227 -0.444
S 0.308 1.304 0.606
Br 3.633 -0.847 0.166
H -1.475 -1.697 -0.543
H -2.074 0.932 0.172
```

## Properties
gap between HOMO and LUMO (spin up / spin down)	7.78 / 7.78	eV
2S+1	1
HOMO (spin up / spin down)	-9.91 / -9.92	eV

---

No. 2
Below is C29H45AsMnN3S5Si3Te as an isolated structure, with properties calculated with wB97M-V/def2-TZVPD.

```
88
Properties=species:S:1:pos:R:3
Mn 0.131 0.236 -0.310
C -2.985 3.412 1.769
Si -1.884 2.490 0.552
C -1.025 3.864 -0.424
C -3.094 1.636 -0.622
C -0.648 1.329 1.347
Si -1.422 0.238 2.642
C -1.702 1.141 4.274
C -3.084 -0.449 2.114
C -0.365 -1.250 3.110
Si 0.798 2.242 2.003
C 1.872 1.330 3.239
C 0.546 3.942 2.756
C 1.947 2.419 0.489
C 3.102 3.189 0.371
C 3.911 3.068 -0.743
C 3.565 2.169 -1.743
C 2.402 1.448 -1.586
N 1.619 1.570 -0.507
H -3.528 4.189 1.223
H -2.423 3.898 2.568
H -3.727 2.755 2.225
H -1.733 4.300 -1.131
H -0.162 3.530 -1.000
H -0.698 4.672 0.234
H -3.367 2.308 -1.439
H -4.015 1.379 -0.095
H -2.708 0.718 -1.069
H -2.349 2.012 4.175
H -0.756 1.478 4.707
H -2.161 0.464 4.999
H -3.865 0.311 2.093
H -3.393 -1.220 2.825
H -3.035 -0.900 1.125
H 0.355 -1.002 3.891
H 0.201 -1.645 2.266
H -1.017 -2.037 3.498
H 1.366 1.221 4.201
H 2.783 1.908 3.412
H 2.155 0.337 2.888
H -0.109 3.856 3.628
H 0.103 4.669 2.077
H 1.500 4.342 3.109
H 3.365 3.872 1.168
H 4.814 3.660 -0.830
H 4.178 2.027 -2.621
H 2.091 0.715 -2.323
C 2.110 -3.895 -1.625
As 2.007 -3.329 0.208
C 0.360 -4.000 0.948
C 3.352 -4.385 1.092
S 2.414 -1.285 0.502
H 1.999 -4.978 -1.674
H 3.091 -3.598 -1.995
H 1.325 -3.408 -2.196
H 0.058 -4.887 0.391
H -0.408 -3.237 0.882
H 0.541 -4.256 1.991
H 3.172 -5.445 0.916
H 3.310 -4.170 2.158
H 4.327 -4.098 0.703
S -4.972 -5.438 -1.160
C -3.623 -4.557 -1.532
S -3.361 -2.982 -0.837
C -1.817 -2.884 -1.607
N -1.511 -3.913 -2.314
N -2.534 -4.845 -2.295
C -2.280 -6.031 -3.055
C -0.956 -6.402 -3.278
C -0.679 -7.538 -4.018
C -1.708 -8.310 -4.541
C -3.020 -7.924 -4.324
C -3.317 -6.787 -3.585
S -0.732 -1.540 -1.382
H -0.156 -5.794 -2.886
H 0.352 -7.819 -4.187
H -1.487 -9.198 -5.117
H -3.834 -8.506 -4.735
H -4.340 -6.493 -3.427
Te -0.780 1.149 -3.551
C -1.873 2.504 -4.645
C -2.041 2.471 -6.013
C -2.856 3.520 -6.495
C -3.305 4.329 -5.488
S -2.732 3.826 -3.968
H -1.593 1.711 -6.635
H -3.105 3.668 -7.535
H -3.945 5.192 -5.574
```

## Properties
expectation value of S²	6.0597
gap between HOMO and LUMO (spin up / spin down)	7.60 / 5.64	eV
2S+1	5
HOMO (spin up / spin down)	-7.61 / -7.54	eV

---

No. 3
Below is C47H56CdClN4O5PSbSi3 as an isolated structure, with properties calculated with wB97M-V/def2-TZVPD.

```
119
Properties=species:S:1:pos:R:3
Cd 0.502 0.847 -0.109
Cl -0.902 1.024 -3.316
C -2.182 2.181 -3.025
C -3.171 2.266 -3.994
C -4.203 3.173 -3.832
C -4.249 3.979 -2.701
C -3.260 3.871 -1.741
C -2.193 2.976 -1.887
P -0.937 2.914 -0.570
C -1.958 3.099 0.915
C -2.009 4.252 1.687
C -2.823 4.296 2.813
C -3.589 3.196 3.165
C -3.546 2.043 2.389
C -2.734 1.996 1.270
C 0.135 4.356 -0.759
C -0.353 5.662 -0.806
C 0.519 6.734 -0.902
C 1.888 6.512 -0.969
C 2.384 5.216 -0.950
C 1.511 4.145 -0.846
H -3.118 1.628 -4.866
H -4.975 3.245 -4.587
H -5.058 4.683 -2.561
H -3.334 4.468 -0.842
H -1.420 5.126 1.434
H -2.853 5.199 3.410
H -4.223 3.235 4.041
H -4.145 1.182 2.659
H -2.711 1.094 0.664
H -1.416 5.858 -0.756
H 0.129 7.743 -0.915
H 2.567 7.352 -1.041
H 3.449 5.036 -1.011
H 1.926 3.144 -0.818
C -2.421 -1.838 -0.211
Sb -0.305 -1.747 -0.454
C -0.042 -2.485 -2.418
C -1.063 -3.368 -3.018
C -2.349 -2.908 -3.314
C -3.239 -3.766 -3.937
C -2.829 -5.055 -4.241
C -1.529 -5.419 -3.925
N -0.655 -4.602 -3.340
Si 1.434 -2.100 -3.532
C 2.589 -3.569 -3.517
C 2.295 -0.526 -2.994
C 0.762 -1.872 -5.262
C 0.397 -3.107 1.073
C 1.901 -3.001 0.956
C 2.777 -3.641 1.838
C 4.139 -3.544 1.632
C 4.613 -2.809 0.555
C 3.686 -2.206 -0.269
N 2.366 -2.301 -0.083
Si -0.058 -4.932 0.626
C 1.111 -5.527 -0.698
C 0.133 -6.036 2.128
C -1.814 -5.064 -0.006
Si -0.295 -2.531 2.781
C -2.028 -3.178 3.110
C 0.769 -3.047 4.228
C -0.347 -0.658 2.846
H -2.841 -0.855 -0.423
H -2.650 -2.119 0.814
H -2.860 -2.572 -0.881
H -2.627 -1.889 -3.081
H -4.239 -3.433 -4.185
H -3.490 -5.762 -4.723
H -1.166 -6.413 -4.163
H 2.905 -3.840 -2.510
H 3.479 -3.354 -4.116
H 2.083 -4.435 -3.947
H 2.412 -0.444 -1.913
H 1.778 0.357 -3.375
H 3.306 -0.506 -3.415
H -0.053 -2.564 -5.482
H 1.562 -2.072 -5.981
H 0.402 -0.856 -5.438
H 2.395 -4.220 2.663
H 4.824 -4.039 2.308
H 5.670 -2.706 0.356
H 4.009 -1.616 -1.118
H 2.149 -5.529 -0.359
H 1.038 -4.933 -1.614
H 0.845 -6.555 -0.962
H 1.174 -6.111 2.448
H -0.189 -7.045 1.856
H -0.467 -5.725 2.985
H -1.921 -4.631 -1.005
H -2.566 -4.615 0.645
H -2.054 -6.128 -0.098
H -2.246 -4.149 2.666
H -2.803 -2.479 2.790
H -2.139 -3.293 4.192
H 0.881 -4.127 4.335
H 0.259 -2.683 5.125
H 1.758 -2.588 4.206
H -1.090 -0.201 2.186
H 0.637 -0.217 2.654
H -0.620 -0.358 3.863
O 2.750 0.812 0.026
N 3.126 0.405 1.104
O 3.133 1.790 2.230
C 2.111 2.540 2.197
O 1.024 2.295 1.639
C 2.258 3.869 2.878
C 3.296 4.119 3.770
C 3.422 5.369 4.360
C 2.528 6.384 4.049
C 1.508 6.103 3.157
C 1.350 4.868 2.569
N 0.545 7.168 2.809
O 0.812 8.303 3.141
O -0.441 6.844 2.166
H 4.002 3.332 3.994
H 4.224 5.559 5.060
H 2.609 7.369 4.482
H 0.550 4.684 1.869
```

## Properties
gap between HOMO and LUMO (spin up / spin down)	7.16 / 8.24	eV
2S+1	1
charge	+1
HOMO (spin up / spin down)	-10.49 / -10.59	eV

---

No. 4
Below is a 2-piece molecular cluster, C3H4FNO2 overall, with properties calculated with wB97M-V/def2-TZVPD.

```
11
Properties=species:S:1:pos:R:3
C -0.504 1.029 0.627
C 1.099 -0.324 -0.710
C 0.397 -0.040 0.607
N -2.135 -0.194 -0.434
O -3.184 -0.740 -0.241
O -0.452 2.203 0.842
F -0.236 -1.261 0.987
H 0.379 -0.417 -1.562
H 1.570 0.546 -0.933
H 2.012 -0.973 -0.695
H 1.054 0.172 1.514
```

## Properties
gap between HOMO and LUMO (spin up / spin down)	6.79 / 6.88	eV
2S+1	1
HOMO (spin up / spin down)	-7.38 / -7.38	eV

---

For each record above, in turn, the calculated energy relative to the best compared isomer or geometry (same formula, charge and spin) values are 103.3; 57.0; 0.0; 133.0 kcal/mol.